Entry 1:
Formula: H28HeO14
Source: the OMol25 dataset
Level of theory: wB97M-V/def2-TZVPD

**LUMO**: -0.6 eV
**Max |F|**: 0.98 eV/A
**HOMO-LUMO gap**: 9.4 eV
**Calculated total energy**: -1073.0496 hartree

The geometry in ORCA input format:
```
! wB97M-V def2-TZVPD RIJCOSX def2/J DEFGRID3
* xyz 0 1
He -0.069 -0.031 0.125
O -3.176 0.373 0.525
H -4.111 0.246 0.686
H -2.743 -0.152 1.198
O -3.470 3.087 1.160
H -3.157 2.207 0.950
H -4.337 3.136 0.759
O 2.620 -1.274 -2.649
H 1.906 -0.825 -3.101
H 2.840 -0.698 -1.917
O -1.628 -1.504 -3.793
H -1.164 -1.512 -4.630
H -0.955 -1.707 -3.144
O 1.724 3.493 -0.042
H 2.362 2.815 0.179
H 1.122 3.066 -0.652
O 1.886 0.584 2.544
H 1.962 0.612 3.498
H 2.554 1.194 2.232
O -3.126 0.748 -2.530
H -2.663 -0.046 -2.799
H -2.958 0.817 -1.590
O 0.942 -4.365 0.028
H 1.237 -3.621 0.554
H 1.722 -4.910 -0.075
O -0.377 2.217 3.715
H -0.887 2.021 4.501
H 0.086 1.402 3.520
O -0.152 3.110 -2.093
H -0.429 2.904 -2.986
H -0.741 3.811 -1.814
O 2.227 -2.052 1.215
H 2.908 -2.474 1.739
H 1.863 -1.379 1.790
O -2.198 -0.876 2.931
H -1.519 -0.780 3.598
H -2.384 -1.815 2.912
O 0.394 -2.836 -2.196
H 0.490 -3.483 -1.497
H 1.190 -2.307 -2.143
O 3.146 0.474 -0.447
H 2.963 -0.208 0.200
H 4.101 0.539 -0.461
*
```

Entry 2:
Formula: C21H21N5O2SSn
Source: the OMol25 dataset
Level of theory: wB97M-V/def2-TZVPD

**LUMO (alpha / beta)**: -16.4 / -16.6 eV
**Max |F|**: 5.74 eV/A
**HOMO-LUMO gap (alpha / beta)**: 4.3 / 4.1 eV
**Calculated total energy**: -1847.8846 hartree

The geometry in ORCA input format:
```
! wB97M-V def2-TZVPD RIJCOSX def2/J DEFGRID3
* xyz 4 1
N 0.547 2.519 -0.835
C 0.564 3.664 -0.631
C 0.609 5.085 -0.358
H -0.402 5.518 -0.409
H 1.269 5.582 -1.089
H 0.987 5.270 0.659
N 3.113 -2.344 -1.607
C 4.053 -2.978 -1.352
C 5.238 -3.781 -1.117
H 6.054 -3.450 -1.779
H 5.031 -4.834 -1.356
H 5.563 -3.697 -0.068
N -2.401 -2.369 -0.725
C -3.508 -2.707 -0.623
C -4.869 -3.192 -0.509
H -4.900 -4.037 0.196
H -5.224 -3.539 -1.491
H -5.528 -2.393 -0.136
Sn 0.247 -0.449 -1.445
C 0.751 -2.305 0.411
O 0.952 -2.942 1.362
C 1.901 -0.363 0.538
O 2.607 -0.253 1.441
C 0.892 0.744 -3.373
C -0.515 0.807 -3.277
C -1.279 -0.390 -3.247
C -0.638 -1.646 -3.343
C 0.768 -1.703 -3.429
C 1.529 -0.515 -3.429
H 1.484 1.656 -3.426
H -1.005 1.780 -3.209
H -2.364 -0.337 -3.115
H -1.219 -2.574 -3.285
H 1.280 -2.661 -3.476
H 2.608 -0.565 -3.517
N -2.192 -1.664 2.185
C -1.718 -0.488 2.636
N -0.660 0.139 2.143
C -0.463 1.348 2.798
C 0.536 2.300 2.525
C 0.618 3.479 3.269
C -0.339 3.750 4.265
C -1.359 2.831 4.538
C -1.399 1.632 3.838
S -2.528 0.285 4.001
H -2.969 -2.095 2.686
H -1.892 -2.061 1.298
H 1.215 2.064 1.704
H 1.424 4.192 3.083
H -0.304 4.682 4.821
H -2.160 3.005 5.258
*
```

- Which value of max |F| does entry 1 give?
  0.98 eV/A